[1]
This record from OMol25 describes a molecular structure, C20H22N2O3S2 in a non-equilibrium geometry. The level of theory is ωB97M-V with the def2-TZVPD basis set.

Geometry as ORCA input:
```
! RIJCOSX wB97M-V def2-TZVPD def2/J DEFGRID3
* xyz 0 1
H 4.342 -0.049 2.818
H -4.433 2.235 0.266
C 1.402 0.742 -0.220
H 0.447 0.253 -0.011
C 2.486 0.293 2.036
H 2.914 1.027 -2.096
C -0.574 0.304 -2.860
H 0.793 -3.451 1.415
H -2.594 -0.993 -4.437
C 0.693 1.084 -2.614
H 3.467 -1.440 4.826
C -0.319 2.892 -3.688
H -2.860 -0.575 -2.853
C -1.374 2.180 -3.816
C -1.609 -1.100 0.739
H 2.173 -0.021 4.569
H 1.689 1.791 0.054
C 2.583 -1.017 4.024
S -2.464 1.021 1.926
H -3.358 1.760 -1.359
H -4.775 0.685 -0.977
C 0.164 -2.058 2.653
O 1.949 1.201 2.390
N -2.380 -0.517 -0.173
O 2.102 -3.454 3.492
H -3.529 0.496 -4.036
C 0.272 -2.455 1.504
H -2.398 2.307 -4.480
H 2.891 -0.869 0.307
C -1.594 0.806 -3.564
H 1.568 3.029 -2.937
C -2.779 0.509 0.224
H 3.464 -1.537 2.472
H -0.438 -0.668 -2.521
H 1.935 -0.656 -1.872
C -0.577 -2.106 0.627
C -1.188 -0.302 1.868
C 3.395 -0.664 2.784
C 1.675 0.514 -1.602
C -0.532 -0.697 2.879
C -2.741 -0.060 -3.638
C -3.801 1.323 -0.507
C 0.834 2.279 -3.189
S 1.465 -2.261 4.145
N 2.408 -0.148 0.555
O 0.801 -2.361 5.348
H -0.482 -0.165 4.058
H -0.689 -2.857 -0.434
H -0.423 3.753 -4.097
*
```

Summary:
Lowest unoccupied orbital energy ... -0.348 eV
Maximum force ... 17.0 eV/A
HOMO level ... -8.974 eV
ΔE to the lowest compared entry with this formula, charge and spin ... 372.7 kcal per mole
Orbital gap ... 8.6 eV

***

[2]
This record from OMol25 describes 6 unconnected molecules or ions with the total composition C27H57BN9O7S2 in a non-equilibrium geometry. The level of theory is ωB97M-V with the def2-TZVPD basis set.

Geometry as ORCA input:
```
! RIJCOSX wB97M-V def2-TZVPD def2/J DEFGRID3
* xyz -1 1
C 7.915 -4.389 1.276
H 4.162 -3.641 -3.200
C 1.995 1.991 -2.938
H 2.973 2.419 -1.112
H -1.670 -4.883 0.150
H -1.616 10.270 -1.754
C -0.831 -4.341 -0.437
N -0.544 11.082 -0.163
C -5.957 -2.263 -0.727
H 1.339 -1.565 1.981
O 0.433 1.543 -0.225
H -1.978 -2.138 -1.543
H 1.480 10.914 0.199
N 3.064 1.786 -1.915
C -3.097 -7.167 4.689
C -4.174 -3.221 -2.129
N -1.229 5.592 1.122
H -1.307 12.391 1.262
H 5.586 -2.732 2.737
H -1.486 -7.975 2.892
H 0.373 12.724 0.777
H -3.767 -6.597 5.336
H -2.110 6.697 2.651
H -0.962 13.112 -0.335
N 1.247 -0.611 2.392
H 0.850 3.614 -1.758
H -1.959 9.552 -0.167
H -1.027 7.613 1.580
H 7.678 -4.441 0.210
N 2.064 -4.378 -2.647
H 2.084 -0.114 2.040
H 8.997 -4.458 1.405
H -0.341 6.497 2.793
C -1.654 -6.921 2.666
C 0.099 0.033 1.621
N 2.638 -3.625 -4.870
C 0.621 10.373 -0.231
S 0.665 -5.428 -0.314
H -6.850 -2.845 -0.484
N -5.433 -2.713 -2.001
C -0.609 12.405 0.421
O 7.860 -1.154 2.860
H 5.466 -3.702 1.243
H 0.444 -2.615 0.298
H 0.036 2.980 -3.328
H 0.748 4.945 1.084
H -6.407 -3.618 -3.603
H -0.872 -0.567 1.788
H 5.826 -1.955 1.158
H -3.596 -4.673 4.286
H -3.621 -3.248 -1.177
H -0.339 4.023 2.161
O -3.673 -3.616 -3.166
H -0.056 1.084 2.032
C -0.286 -0.659 -1.075
S 3.566 -4.412 -0.419
H -0.704 -6.382 2.698
H 0.424 -4.042 -5.606
C 3.097 -3.857 -3.524
H -2.080 -6.822 1.665
H -2.159 4.771 -0.523
H -2.603 11.168 -0.568
H 7.438 -5.223 1.797
H -6.220 -1.205 -0.803
O -2.490 -4.267 2.640
H -5.781 -1.986 -3.920
H -1.240 -4.193 -1.494
O 0.742 9.262 -0.707
C 2.102 -4.719 -1.221
H 0.463 -1.338 -1.625
H -7.246 -2.196 -2.922
C -2.202 5.628 0.169
C 0.849 -4.549 -3.425
C -1.423 -1.722 -0.627
H -2.268 -7.555 5.286
C -0.665 -2.887 0.229
C 0.650 2.676 -2.388
N -2.567 -6.334 3.629
H -5.219 -2.392 0.066
H -3.650 -8.000 4.246
H -0.178 -4.949 -3.162
H 9.282 -2.520 2.402
H 1.741 1.004 -3.452
C -1.759 10.489 -0.693
C 8.222 -2.216 2.392
C -6.274 -2.619 -3.178
C 0.559 0.119 0.079
H -1.159 -2.915 1.257
H 2.437 2.694 -3.740
C -1.167 6.660 2.099
H -0.419 3.789 0.398
B -0.319 1.693 -1.498
H -1.346 2.224 -1.126
C -0.254 4.521 1.191
N 7.407 -3.143 1.812
H 1.634 -0.249 -0.097
C 5.983 -2.874 1.729
C 1.243 -4.035 -4.822
O -3.050 6.500 0.058
H -2.151 -1.138 0.041
C -2.898 -5.017 3.506
O -0.698 0.368 -2.022
H 3.158 0.803 -1.635
*
```

Summary:
Lowest unoccupied orbital energy ... 0.690 eV
Maximum force ... 5.9 eV/A
HOMO level ... -3.811 eV
Orbital gap ... 4.5 eV

***

[3]
This record from OMol25 describes a gas-phase ion, C3H10N3 (charge +1) in a non-equilibrium geometry. The level of theory is ωB97M-V with the def2-TZVPD basis set.

Geometry as ORCA input:
```
! RIJCOSX wB97M-V def2-TZVPD def2/J DEFGRID3
* xyz 1 1
C -1.500 -0.559 -0.430
H 1.889 -0.627 1.191
H -0.457 -0.825 1.404
H 1.236 -1.819 -0.004
H 1.668 -0.098 -1.617
N -2.338 0.333 -0.482
N -0.334 1.137 0.650
N 1.879 0.123 -0.702
H -1.550 -1.589 -0.770
C -0.239 -0.317 0.477
H -3.169 0.181 -1.103
H 0.173 1.573 1.391
H -0.074 1.592 -0.301
H 2.856 0.297 -0.574
C 1.348 -0.799 0.264
H -1.389 1.399 0.607
*
```

Summary:
Lowest unoccupied orbital energy ... -3.255 eV
SMILES ... [H]/N=C/[C@H]([NH3+])CN
Maximum force ... 4.3 eV/A
HOMO level ... -13.912 eV
ΔE to the lowest compared entry with this formula, charge and spin ... 55.8 kcal per mole
Orbital gap ... 10.7 eV

***

[4]
This record from OMol25 describes a molecular structure, C35H37ClHgO4P2 in a non-equilibrium geometry. The level of theory is ωB97M-V with the def2-TZVPD basis set.

Geometry as ORCA input:
```
! RIJCOSX wB97M-V def2-TZVPD def2/J DEFGRID3
* xyz 0 1
H -3.404 1.322 4.678
C -2.037 -0.142 5.321
P 2.062 0.319 -3.271
C 0.320 0.410 -3.794
C -2.212 -3.966 -5.780
C 1.465 -0.973 2.296
H -3.159 -2.652 1.814
C 3.292 1.949 -1.399
H -1.856 -0.742 7.347
H 2.162 -0.794 -5.962
H -2.871 0.227 3.404
C 2.141 1.816 -2.211
P 0.160 -2.165 -2.863
C -2.579 -2.570 0.895
H 2.873 0.088 -8.171
C -1.469 1.798 3.707
H -2.071 -4.162 -2.090
H 0.029 -6.461 -5.298
H 0.974 -4.804 -3.704
O 1.967 -0.170 8.856
C -0.546 2.410 4.727
C 1.289 3.901 -1.319
H 2.618 4.955 0.024
H -0.177 3.152 6.635
H 0.190 2.644 -2.679
C -0.518 -0.614 -3.483
O 0.686 0.026 6.825
C 2.468 4.061 -0.585
C -1.041 -2.378 -1.437
C -2.524 0.805 4.274
C 3.743 2.740 -6.256
C -2.756 -3.498 -0.132
H -3.091 2.887 5.804
H 4.189 3.726 -6.331
H 3.528 2.875 -4.108
H 4.055 1.170 -1.440
H -2.014 -5.968 -6.639
H -1.604 -0.510 -3.592
H -2.348 3.461 7.305
H 0.027 1.300 -4.377
C 3.362 2.260 -4.995
C -2.302 2.664 6.542
Cl 0.634 0.029 8.314
H -3.094 -3.734 -6.364
C 1.126 2.771 -2.131
O 0.095 1.338 8.772
H -2.190 -2.041 -4.817
C -1.696 -3.015 -4.887
H -3.508 -4.280 -0.051
C 2.761 1.002 -4.884
C 2.602 0.206 -6.036
H -2.015 2.632 3.237
C -1.958 -3.426 -1.288
H 1.084 -1.992 2.168
H 4.402 3.200 -0.042
H -3.671 1.312 7.409
C -0.922 2.743 5.958
C 3.483 3.091 -0.618
C -1.663 -1.517 0.761
H 0.698 -0.444 2.900
H 0.496 4.654 -1.256
O -0.266 -1.049 8.765
H -1.486 -0.800 1.568
H -0.887 1.313 2.899
H -1.572 -1.061 4.963
C -2.591 1.331 7.296
C 2.999 0.699 -7.281
H 0.415 2.732 4.328
Hg 2.008 -0.270 0.289
C -0.965 -1.405 -0.441
C -2.127 0.052 6.639
C -0.580 -3.334 -4.104
H 2.386 -1.000 2.899
C -1.609 -5.217 -5.939
H -2.119 1.355 8.305
H -0.309 -0.531 -0.599
H 3.851 2.367 -8.389
C 0.069 -4.574 -4.285
C 3.560 1.975 -7.409
C -0.463 -5.504 -5.187
*
```

Summary:
Lowest unoccupied orbital energy ... -3.525 eV
Maximum force ... 2.0 eV/A
HOMO level ... -7.249 eV
Orbital gap ... 3.7 eV

***

[5]
This record from OMol25 describes a single C2H4N4O2 molecule in a non-equilibrium geometry. The level of theory is ωB97M-V with the def2-TZVPD basis set.

Geometry as ORCA input:
```
! RIJCOSX wB97M-V def2-TZVPD def2/J DEFGRID3
* xyz 0 1
H 0.860 -0.653 1.454
N 1.080 1.937 -0.067
H 1.859 -1.644 0.374
N -0.858 -1.047 -0.282
C 0.233 1.103 -0.246
H -1.310 -1.637 -1.091
N 1.375 -0.837 0.501
O -0.974 1.332 0.112
H 1.892 1.293 -0.411
O -2.874 0.349 0.238
N 0.405 -0.385 -0.564
C -1.688 0.188 -0.017
*
```

Summary:
Lowest unoccupied orbital energy ... 0.568 eV
SMILES ... [H]/N=c1/oc(=O)[nH]n1N
Maximum force ... 7.0 eV/A
HOMO level ... -10.376 eV
ΔE to the lowest compared entry with this formula, charge and spin ... 65.7 kcal per mole
Orbital gap ... 10.9 eV

***

[6]
This record from OMol25 describes 2 unconnected molecules or ions with the total composition C3H7NO in a non-equilibrium geometry. The level of theory is ωB97M-V with the def2-TZVPD basis set.

Geometry as ORCA input:
```
! RIJCOSX wB97M-V def2-TZVPD def2/J DEFGRID3
* xyz 0 1
O 1.785 -0.728 -1.069
H 1.412 1.344 1.481
H -0.719 0.194 -0.069
C 0.544 0.715 1.763
H -2.182 0.429 -1.311
C 0.806 -0.464 -0.485
N 0.117 -0.175 0.628
H -0.341 1.351 1.873
C -1.317 -0.222 -1.601
H -1.302 -0.061 -2.684
H 0.611 0.286 2.783
H -1.583 -1.261 -1.392
*
```

Summary:
Lowest unoccupied orbital energy ... 0.516 eV
Maximum force ... 2.2 eV/A
HOMO level ... -8.181 eV
ΔE to the lowest compared entry with this formula, charge and spin ... 113.0 kcal per mole
Orbital gap ... 8.7 eV

***

[7]
This record from OMol25 describes a molecular structure, C21H39Cl20FNO4S in a non-equilibrium geometry. The level of theory is ωB97M-V with the def2-TZVPD basis set.

Geometry as ORCA input:
```
! RIJCOSX wB97M-V def2-TZVPD def2/J DEFGRID3
* xyz 0 2
C 1.364 1.854 -2.126
H -7.581 -3.350 1.765
H -7.556 2.518 3.882
H 1.387 -2.243 5.508
Cl -2.187 2.137 4.522
H 0.441 -1.306 -0.581
O -1.859 1.608 -2.926
H 6.107 5.096 -6.484
C -1.017 2.886 5.614
C -3.206 -3.326 -0.717
Cl -3.600 1.707 -1.549
H -1.548 3.526 6.317
H 4.668 4.097 -6.818
C 2.855 1.840 -1.496
H -8.476 2.611 2.358
H 1.313 6.626 -2.960
Cl -6.497 -5.419 2.095
Cl 0.807 -4.747 0.193
Cl -0.112 1.665 6.518
C 3.861 2.194 -2.749
C 1.676 -1.312 -3.413
C 0.855 -0.232 -0.480
Cl -1.612 -3.317 -1.480
Cl -6.479 2.140 -1.338
Cl 0.887 -8.269 -0.412
Cl 0.778 5.053 -1.285
H 0.848 7.407 -1.426
C -5.006 1.683 -0.473
Cl 1.672 -4.210 2.932
C -6.662 -3.667 2.259
C 5.228 4.624 -6.045
C 1.521 -1.240 5.102
N 3.329 0.539 -0.955
O -1.343 2.248 -0.500
H 3.446 3.017 -3.427
H 1.669 -0.530 5.915
H 0.441 -9.995 1.131
C -0.058 -9.069 0.850
H 3.606 -1.805 1.032
H 2.083 -2.448 0.194
H -3.894 -2.743 -1.329
Cl -7.355 0.549 2.599
C 1.389 -5.455 1.705
H 2.324 -5.981 1.512
H 2.471 -1.464 -2.599
Cl -5.294 -2.823 1.521
Cl 5.752 3.460 -4.822
H 3.621 -1.868 -0.817
C -7.539 2.294 2.816
H 2.172 1.533 1.614
Cl 0.069 -0.788 4.201
H -5.129 0.676 -0.071
H 4.888 2.448 -2.281
O 1.834 -1.913 -4.521
C 2.978 3.103 -0.494
H 3.995 1.181 -3.306
Cl 3.123 6.784 -1.456
Cl 4.197 5.874 -5.337
H 0.640 -6.157 2.080
H -3.126 -2.882 0.274
H 3.916 3.073 0.188
Cl -0.213 -8.042 2.282
C 2.930 -1.687 0.095
C 2.391 -0.135 -0.016
H 1.552 -0.141 2.066
H -0.593 -1.043 -3.017
H 1.444 1.951 -3.285
H 0.217 0.257 0.364
H 0.184 0.240 -4.096
S -1.293 1.183 -1.579
H -1.052 -9.288 0.462
C 2.406 0.417 1.503
H 3.115 4.056 -1.145
H 3.374 0.083 2.035
F -2.174 -0.176 -1.036
H -4.842 2.387 0.343
C 0.372 -0.416 -3.153
H -0.318 3.483 5.028
Cl 2.951 -1.227 4.061
C 1.416 6.593 -1.876
Cl -3.831 -4.972 -0.560
Cl -6.205 3.174 2.064
O 4.514 0.637 -0.382
H 0.813 2.804 -1.764
H -6.705 -3.413 3.317
C 0.471 0.542 -1.843
H 2.005 3.239 0.111
*
```

Summary:
Lowest unoccupied orbital energy (alpha / beta) ... 0.235 / -0.360 eV
Maximum force ... 6.5 eV/A
HOMO level (alpha / beta) ... -8.951 / -9.824 eV
Orbital gap (alpha / beta) ... 9.2 / 9.5 eV
Expectation value of S² ... 0.75

***

[8]
This record from OMol25 describes a molecular structure, C20H15BrIN4O4PtS. The level of theory is ωB97M-V with the def2-TZVPD basis set.

Geometry as ORCA input:
```
! RIJCOSX wB97M-V def2-TZVPD def2/J DEFGRID3
* xyz 1 1
I -4.049 5.261 -3.531
C -0.888 2.728 -2.018
Pt 1.561 -0.516 0.342
N 1.920 0.931 1.621
H -1.073 4.612 -3.024
O 0.445 0.735 -0.702
N 4.976 2.112 0.417
C -3.667 2.615 -2.125
H 1.268 2.226 3.010
C -1.035 1.308 3.760
C 1.018 1.304 2.496
C -1.758 -1.213 2.814
O 0.193 -1.345 1.549
C -0.552 -0.641 2.359
C -1.566 1.634 -1.490
N 2.991 1.762 1.486
N 1.282 -2.194 -0.874
H 5.132 2.918 0.998
C -0.179 0.644 2.837
H -2.842 1.251 4.877
C 1.071 -4.662 -2.140
H 5.644 1.878 -0.293
C -2.983 3.702 -2.654
C -0.858 0.476 -0.861
C -2.955 1.578 -1.548
H -0.739 2.287 4.116
H 1.034 -5.460 -0.122
Br 1.436 -0.746 -3.265
C 1.155 -3.488 -2.877
O 0.976 -5.807 -2.814
C 1.203 -3.345 -0.169
H 1.140 -3.518 -3.956
H -4.746 2.576 -2.168
H 0.916 -6.566 -2.222
S 3.621 -0.012 -0.420
H -3.465 0.715 -1.142
O -1.391 -0.565 -0.575
H -2.026 -2.185 2.423
C -2.551 -0.543 3.700
C 3.855 1.389 0.593
H 0.191 2.770 -1.969
H 1.198 -3.243 0.905
H -3.474 -0.996 4.038
C -2.194 0.737 4.182
C -1.596 3.763 -2.606
C 1.099 -4.580 -0.747
C 1.264 -2.287 -2.213
*
```

Summary:
Lowest unoccupied orbital energy (alpha / beta) ... -5.497 / -5.501 eV
Maximum force ... 0.5 eV/A
HOMO level (alpha / beta) ... -10.875 / -10.875 eV
ΔE to the lowest compared entry with this formula, charge and spin ... 9.3 kcal per mole
Orbital gap (alpha / beta) ... 5.4 / 5.4 eV

***

| no. | energy (Ha) |
| --- | --- |
| 1 | -1906.38027 |
| 2 | -2903.61780 |
| 3 | -284.28703 |
| 4 | -2952.67506 |
| 5 | -447.99771 |
| 6 | -248.34641 |
| 7 | -10880.80748 |
| 8 | -4680.11855 |